The following is a DFT calculation (ωB97M-V/def2-TZVPD) of C37H39N7O6PRbSTe as an isolated structure.

```
! wB97M-V def2-TZVPD RIJCOSX def2/J DEFGRID3
* xyz -2 1
Rb 1.76 1.17 1.45
C 1.33 -4.02 -6.70
C 0.85 -3.47 -5.37
C 0.26 -4.28 -4.40
C -0.13 -3.78 -3.17
C 0.05 -2.41 -2.80
N -0.23 -1.92 -1.58
C -1.21 -2.46 -0.82
C -2.51 -2.67 -1.35
C -3.57 -3.15 -0.61
C -3.41 -3.47 0.74
C -4.57 -3.95 1.59
C -2.15 -3.30 1.28
C -1.07 -2.83 0.55
N 0.19 -2.82 1.23
C 0.67 -3.83 2.01
C 1.88 -3.42 2.52
C 2.06 -2.12 2.00
N 1.04 -1.77 1.22
C 0.62 -1.61 -3.82
C 1.01 -2.13 -5.05
N 0.74 -0.20 -3.64
C -0.05 0.73 -4.22
C 0.46 1.97 -3.90
C 1.59 1.68 -3.10
N 1.75 0.37 -2.96
H 0.83 -4.97 -6.93
H 2.41 -4.21 -6.69
H 1.12 -3.33 -7.52
H 0.12 -5.34 -4.61
H -0.57 -4.44 -2.43
H -2.66 -2.42 -2.40
H -4.54 -3.28 -1.07
H -5.39 -4.31 0.96
H -4.97 -3.15 2.22
H -4.27 -4.77 2.25
H -1.99 -3.54 2.33
H 0.13 -4.75 2.13
H 2.53 -3.97 3.18
H 2.89 -1.45 2.15
H 1.44 -1.45 -5.78
H -0.92 0.44 -4.79
H 0.08 2.94 -4.19
H 2.27 2.37 -2.63
O 3.86 0.30 -0.34
C 4.98 1.08 -0.48
C 5.34 1.61 -1.72
C 6.50 2.36 -1.84
C 7.32 2.57 -0.74
C 6.95 2.02 0.49
C 5.78 1.30 0.64
C 5.36 0.82 2.04
O 6.19 0.14 2.68
O 4.21 1.21 2.39
H 3.30 0.37 -1.15
H 4.71 1.43 -2.58
H 6.77 2.78 -2.81
H 8.24 3.14 -0.84
H 7.58 2.16 1.36
C 0.01 6.30 2.98
C -0.82 6.27 1.70
O -0.55 5.13 0.86
P -0.83 3.59 1.38
O 0.31 3.11 2.19
Te -3.04 3.49 2.24
O -0.71 2.88 -0.07
C -1.78 3.00 -1.03
C -2.33 1.62 -1.36
H -0.06 7.30 3.44
H 1.05 6.07 2.77
H -0.36 5.56 3.70
H -0.59 7.14 1.09
H -1.88 6.30 1.95
H -1.38 3.48 -1.92
H -2.58 3.64 -0.64
H -1.50 0.90 -1.44
H -2.87 1.65 -2.31
H -3.00 1.29 -0.57
N -5.73 -0.43 3.56
C -4.98 -0.08 4.62
S -5.67 0.15 6.11
C -3.54 0.06 4.33
C -2.95 -0.63 3.28
C -1.61 -0.46 3.02
N -0.83 0.37 3.71
C -1.40 1.08 4.69
C -2.74 0.93 5.05
H -6.72 -0.40 3.70
H -5.38 -0.24 2.63
H -3.52 -1.34 2.68
H -1.13 -1.00 2.21
H -0.77 1.78 5.20
H -3.16 1.53 5.85
*
```

Computed properties:
* Kohn-Sham gap: 5.64 eV
* highest occupied orbital energy: -0.077 Eh
* max |F|: 1.117 eV/Å
* LUMO: 3.54 eV
* DFT total energy: -3299.95601 a.u.

Let us look at the Löwdin charges, expressed in e, one per atom:
1. Rb 0.943
2. C -0.085
3. C -0.316
4. C -0.080
5. C -0.030
6. C -0.266
7. N 0.099
8. C -0.254
9. C -0.030
10. C -0.069
11. C -0.311
12. C -0.067
13. C -0.037
14. C -0.133
15. N -0.104
16. C -0.081
17. C -0.064
18. C -0.161
19. N 0.041
20. C -0.146
21. C -0.010
22. N -0.106
23. C -0.082
24. C -0.087
25. C -0.161
26. N 0.102
27. H 0.061
28. H 0.068
29. H 0.063
30. H 0.097
31. H 0.103
32. H 0.111
33. H 0.099
34. H 0.066
35. H 0.054
36. H 0.072
37. H 0.121
38. H 0.113
39. H 0.087
40. H 0.091
41. H 0.118
42. H 0.122
43. H 0.085
44. H 0.098
45. O -0.040
46. C -0.265
47. C -0.031
48. C -0.119
49. C -0.119
50. C -0.038
51. C -0.070
52. C -0.677
53. O -0.032
54. O -0.209
55. H 0.075
56. H 0.099
57. H 0.089
58. H 0.084
59. H 0.113
60. C -0.096
61. C -0.334
62. O -0.303
63. P 0.069
64. O -0.570
65. Te 0.376
66. O -0.319
67. C -0.335
68. C -0.077
69. H 0.066
70. H 0.079
71. H 0.061
72. H 0.103
73. H 0.051
74. H 0.100
75. H 0.042
76. H 0.069
77. H 0.071
78. H 0.056
79. N 0.082
80. C -0.826
81. S 0.598
82. C -0.269
83. C -0.013
84. C -0.110
85. N 0.090
86. C -0.155
87. C -0.071
88. H 0.083
89. H 0.109
90. H 0.089
91. H 0.084
92. H 0.115
93. H 0.092

The following is a DFT calculation (ωB97M-V/def2-TZVPD) of a 4-piece molecular cluster, H8O4 overall.

```
! wB97M-V def2-TZVPD RIJCOSX def2/J DEFGRID3
* xyz -1 2
O -1.35 -2.53 0.13
H -0.41 -2.34 0.16
H -1.66 -2.10 -0.67
O 1.40 -1.94 0.14
H 1.69 -1.58 -0.70
H 2.14 -2.46 0.45
O -0.03 1.15 -0.35
H 0.16 0.21 -0.38
H 0.60 1.54 -0.96
O -1.22 3.43 0.71
H -0.54 3.89 1.20
H -0.77 2.72 0.26
*
```

Computed properties:
* Kohn-Sham gap (alpha / beta): 3.49 / 11.17 eV
* highest occupied orbital energy (alpha / beta): 0.014 / -0.269 Eh
* <S²>: 0.75
* max |F|: 1.310 eV/Å
* LUMO (alpha / beta): 3.87 / 3.84 eV
* DFT total energy: -305.73083 a.u.

Let us look at the Löwdin charges, expressed in e, one per atom:
1. O -0.173
2. H -0.058
3. H -0.006
4. O -0.287
5. H -0.079
6. H -0.035
7. O -0.196
8. H -0.022
9. H -0.002
10. O -0.114
11. H 0.013
12. H -0.041

The following is a DFT calculation (ωB97M-V/def2-TZVPD) of one molecule with the formula C3H7NO2S.

```
! wB97M-V def2-TZVPD RIJCOSX def2/J DEFGRID3
* xyz 0 1
O 0.25 0.72 2.24
C -0.45 0.85 1.28
O -1.59 1.63 1.34
C 0.01 0.53 -0.15
C -0.36 -0.94 -0.42
S 0.38 -1.67 -1.88
N 1.42 0.77 -0.34
H -1.31 2.44 1.80
H -0.41 1.10 -0.98
H -0.02 -1.54 0.43
H -1.44 -1.02 -0.32
H -0.74 -1.97 -2.56
H 1.82 1.64 -0.02
H 2.03 0.05 0.02
*
```

Computed properties:
* Kohn-Sham gap: 9.72 eV
* highest occupied orbital energy: -0.338 Eh
* SMILES string: N[C@@H](CS)C(=O)O
* max |F|: 2.355 eV/Å
* LUMO: 0.52 eV
* DFT total energy: -721.91611 a.u.

Let us look at the Löwdin charges, expressed in e, one per atom:
1. O 0.134
2. C -0.465
3. O 0.069
4. C -0.395
5. C -0.544
6. S 0.730
7. N 0.034
8. H 0.118
9. H 0.142
10. H 0.075
11. H 0.091
12. H -0.154
13. H 0.087
14. H 0.079

The following is a DFT calculation (ωB97M-V/def2-TZVPD) of a 4-piece molecular cluster, C23H35F3N3O18PS overall.

```
! wB97M-V def2-TZVPD RIJCOSX def2/J DEFGRID3
* xyz 0 1
C 3.70 -4.97 0.36
C 2.36 -4.74 1.07
O 2.29 -4.93 2.22
O 1.21 -4.26 0.44
C 1.15 -4.53 -0.92
O 1.34 -5.59 -1.34
C 0.76 -3.40 -1.89
C 1.90 -2.36 -2.12
C 2.42 -1.66 -0.82
C 2.67 -0.13 -0.89
C 2.74 0.50 0.52
O 1.76 -0.04 1.42
N 1.70 0.80 2.56
O 2.47 0.42 3.35
P 4.39 0.20 -1.68
N 4.67 -0.93 -2.94
O 5.56 -0.15 -0.55
C 1.68 0.71 -1.74
C 0.30 1.01 -1.08
C -0.65 -0.20 -0.88
C -1.68 0.18 0.24
C -2.68 -1.04 0.31
C -3.91 -0.87 -0.61
N -4.99 -1.84 -0.27
O 1.59 0.32 -3.13
S 1.30 -1.23 -3.42
O -0.09 -1.51 -3.65
O 2.01 -1.56 -4.63
H 4.04 -4.08 -0.18
H 3.57 -5.79 -0.36
H 4.41 -5.32 1.11
H -0.19 -2.95 -1.57
H 0.57 -3.86 -2.86
H 2.72 -2.93 -2.57
H 3.39 -2.14 -0.58
H 1.75 -1.96 0.01
H 2.55 1.59 0.40
H 3.73 0.42 1.00
H 4.17 -0.71 -3.80
H 4.57 -1.91 -2.67
H 5.44 -1.04 -0.16
H 2.15 1.71 -1.77
H -0.21 1.69 -1.79
H 0.39 1.58 -0.15
H -1.26 -0.31 -1.79
H -0.18 -1.12 -0.53
H -1.21 0.21 1.23
H -2.27 1.08 -0.01
H -2.17 -1.96 -0.04
H -3.03 -1.24 1.33
H -4.36 0.13 -0.49
H -3.69 -1.03 -1.68
H -4.78 -2.31 0.60
H -5.05 -2.56 -0.98
C 0.52 -0.94 5.78
C -0.51 -1.88 6.35
O -1.69 -1.51 5.67
C -1.29 -1.01 4.46
O -2.02 -0.85 3.54
O 0.04 -0.74 4.45
F -0.68 -1.68 7.68
H 0.54 0.01 6.31
H 1.52 -1.37 5.78
H -0.30 -2.94 6.17
C -5.74 4.15 -0.53
C -6.11 3.74 -1.93
O -4.88 3.28 -2.46
C -4.16 2.81 -1.40
O -3.20 2.12 -1.50
O -4.68 3.23 -0.23
F -6.54 4.80 -2.66
H -5.35 5.17 -0.49
H -6.56 4.05 0.17
H -6.85 2.94 -1.98
C 1.26 6.13 -0.52
C 1.31 4.63 -0.67
O 0.10 4.21 -0.08
C -0.78 5.24 -0.25
O -1.95 5.14 -0.13
O -0.14 6.39 -0.60
F 2.35 4.09 0.02
H 1.64 6.45 0.45
H 1.81 6.65 -1.30
H 1.35 4.29 -1.71
*
```

Computed properties:
* Kohn-Sham gap: 8.11 eV
* highest occupied orbital energy: -0.318 Eh
* SMILES string: CC(=O)OC(=O)C[C@@H]1C[C@@](CON=O)(P(N)O)[C@H](CCCCCN)OS1(=O)=O.O=C1OC[C@@H](F)O1.O=C1OC[C@@H](F)O1.O=C1OC[C@@H](F)O1
* max |F|: 3.804 eV/Å
* LUMO: -0.54 eV
* DFT total energy: -3455.04696 a.u.

Let us look at the Löwdin charges, expressed in e, one per atom:
1. C 0.035
2. C -0.485
3. O 0.170
4. O 0.105
5. C -0.457
6. O 0.189
7. C -0.062
8. C -0.268
9. C -0.136
10. C -0.450
11. C -0.190
12. O -0.137
13. N 0.020
14. O 0.088
15. P 0.903
16. N -0.143
17. O -0.294
18. C -0.336
19. C -0.114
20. C -0.173
21. C -0.164
22. C -0.186
23. C -0.271
24. N -0.025
25. O -0.170
26. S 0.663
27. O -0.261
28. O -0.284
29. H 0.070
30. H 0.092
31. H 0.097
32. H 0.118
33. H 0.136
34. H 0.121
35. H 0.090
36. H 0.109
37. H 0.114
38. H 0.113
39. H 0.030
40. H 0.030
41. H 0.050
42. H 0.122
43. H 0.131
44. H 0.106
45. H 0.109
46. H 0.090
47. H 0.093
48. H 0.088
49. H 0.104
50. H 0.086
51. H 0.086
52. H 0.114
53. H 0.048
54. H 0.049
55. C -0.060
56. C -0.316
57. O 0.141
58. C -0.524
59. O 0.186
60. O 0.042
61. F 0.076
62. H 0.148
63. H 0.141
64. H 0.176
65. C -0.053
66. C -0.315
67. O 0.142
68. C -0.537
69. O 0.154
70. O 0.078
71. F 0.074
72. H 0.147
73. H 0.141
74. H 0.175
75. C -0.056
76. C -0.319
77. O 0.123
78. C -0.531
79. O 0.193
80. O 0.080
81. F 0.066
82. H 0.147
83. H 0.143
84. H 0.174

Question: Which of these has the lowest max |F|?
Answer: C37H39N7O6PRbSTe

Question: Which of these has the lowest max |F|?
Answer: C37H39N7O6PRbSTe

Question: Which value of max |F| does entry 2 give?
Answer: 1.310 eV/Å